# 1
This record from OMol25 describes C2H3N3 as an isolated structure. The level of theory is ωB97M-V/def2-TZVPD.

```
8
Properties=species:S:1:pos:R:3
N 1.04 -0.09 -0.43
C 0.16 -0.85 0.25
C -1.00 0.69 -0.18
N 0.28 1.13 -0.02
N -1.14 -0.63 -0.12
H 2.01 -0.05 -0.11
H 0.45 -1.61 0.97
H -1.81 1.40 -0.35
```

Results
2S+1 ... 1
ΔE to the lowest compared entry with this formula, charge and spin ... 3.323 eV
Molar mass ... 69.067 g/mol
E_tot ... -6589.2526 eV

---

# 2
This record from OMol25 describes one molecule with the formula C2H3N3. The level of theory is ωB97M-V/def2-TZVPD.

```
8
Properties=species:S:1:pos:R:3
C 0.10 0.93 0.12
C 1.00 -0.13 -0.12
N 0.34 -1.27 -0.14
N -0.91 -0.90 0.22
N -1.07 0.43 0.33
H 0.26 2.00 0.14
H 2.07 -0.09 -0.27
H -1.79 -0.96 -0.29
```

Results
2S+1 ... 1
ΔE to the lowest compared entry with this formula, charge and spin ... 1.499 eV
SMILES string ... c1cn[nH]n1
Molar mass ... 69.067 g/mol
E_tot ... -6591.0765 eV

---

# 3
This record from OMol25 describes one molecule with the formula C2H3N3. The level of theory is ωB97M-V/def2-TZVPD.

```
8
Properties=species:S:1:pos:R:3
N 0.37 -0.56 -1.07
C 1.32 0.03 1.60
N 0.27 0.49 1.30
C -0.77 0.71 0.40
N -0.71 0.15 -0.76
H 0.22 -1.18 -1.85
H 0.91 -0.97 -0.30
H -1.61 1.33 0.68
```

Results
2S+1 ... 1
ΔE to the lowest compared entry with this formula, charge and spin ... 2.115 eV
Molar mass ... 69.067 g/mol
E_tot ... -6590.4602 eV